Entry 1:
The following is a quantum chemistry calculation of a structure of composition C6H12IrOP, from the Open Molecules 2025 dataset.

Summary:
energy relative to the best compared isomer or geometry (same formula, charge and spin)	0.0	kcal per mole
HOMO-LUMO gap (alpha / beta)	6.25 / 6.47	eV
LUMO (alpha / beta)	0.42 / -1.49	eV
HOMO (alpha / beta)	-5.82 / -7.97	eV

Structure (ORCA input):
```
! wB97M-V def2-TZVPD RIJCOSX def2/J DEFGRID3
* xyz 0 5
C -0.655 1.270 -3.004
C -1.456 1.617 -1.879
C -0.596 1.866 -0.761
C 0.760 1.733 -1.184
C 0.778 1.352 -2.560
Ir 0.161 -3.128 -2.326
P -0.075 -3.817 -0.284
H -1.011 1.007 -4.011
H -2.543 1.648 -1.863
H -0.907 2.059 0.262
H 1.653 1.135 -3.167
H 1.625 1.843 -0.533
H 0.947 -4.700 0.222
H -1.264 -4.580 0.030
H -0.121 -2.804 0.746
C 0.709 0.624 3.641
O 0.042 0.847 2.392
H 0.046 0.256 4.437
H 1.132 1.584 3.950
H 1.524 -0.094 3.503
H -0.749 0.283 2.389
*
```

---

Entry 2:
The following is a quantum chemistry calculation of a cluster of 2 separate species, C21H28BrN3O5P in total, from the Open Molecules 2025 dataset.

Summary:
HOMO-LUMO gap	6.30	eV
LUMO	-5.16	eV
HOMO	-11.46	eV

Structure (ORCA input):
```
! wB97M-V def2-TZVPD RIJCOSX def2/J DEFGRID3
* xyz 1 1
C -4.038 -3.965 -1.002
C -2.697 -3.906 -0.164
O -1.697 -4.312 -0.693
O -2.766 -3.346 1.108
C -1.567 -2.548 1.343
C -1.573 -1.865 2.748
C -2.101 -0.366 2.802
C -1.020 0.314 3.768
P -1.117 0.083 5.620
O -0.124 0.911 6.354
O -2.659 0.227 6.200
O -0.718 -1.503 5.915
N -0.129 0.961 3.088
C -0.340 0.970 1.592
Br 0.926 -0.313 0.811
C 0.013 2.476 1.130
C 1.448 2.540 0.481
C 2.658 2.601 1.316
C 3.980 2.616 0.697
C 4.079 2.571 -0.752
C 2.874 2.546 -1.606
C 1.561 2.533 -0.993
C -1.881 0.628 1.602
C -2.663 0.454 0.237
N -1.803 0.884 -0.907
H -3.794 -4.445 -1.987
H -4.851 -4.514 -0.470
H -4.299 -2.887 -1.211
H -0.719 -3.293 1.350
H -1.376 -1.878 0.473
H -2.268 -2.475 3.398
H -0.573 -1.921 3.249
H -3.142 -0.310 3.219
H -3.045 0.977 5.695
H 0.250 -1.587 5.781
H 0.656 1.426 3.558
H 0.052 3.153 2.022
H -0.728 2.844 0.379
H 2.496 2.621 2.418
H 4.921 2.648 1.291
H 5.062 2.564 -1.285
H 2.986 2.514 -2.711
H 0.594 2.481 -1.554
H -2.311 1.592 2.020
H -3.515 1.197 0.267
H -3.119 -0.555 0.087
H -2.023 1.841 -1.185
H -2.076 0.295 -1.701
N 3.146 1.202 -5.335
C 3.705 0.724 -6.452
C 3.544 -0.579 -6.898
C 2.762 -1.438 -6.143
C 2.173 -0.966 -4.980
C 2.395 0.355 -4.625
H 4.311 1.432 -7.006
H 4.018 -0.911 -7.812
H 2.612 -2.464 -6.457
H 1.556 -1.607 -4.364
H 1.953 0.773 -3.726
*
```

---

Entry 3:
The following is a quantum chemistry calculation of a structure of composition C12H24BrCsN4O2P, from the Open Molecules 2025 dataset.

Summary:
HOMO-LUMO gap	7.96	eV
LUMO	-3.46	eV
HOMO	-11.42	eV

Structure (ORCA input):
```
! wB97M-V def2-TZVPD RIJCOSX def2/J DEFGRID3
* xyz 1 1
C 0.880 2.248 2.156
C 1.106 0.723 2.555
O 2.020 0.484 3.383
N 0.323 -0.436 2.083
C -0.850 -0.507 3.045
C -0.148 -0.289 0.683
C -1.346 -1.307 0.203
C -1.294 -2.828 0.701
P -3.056 -0.450 0.066
N -4.243 -1.550 0.018
N -1.021 -1.472 -1.275
C 0.452 -1.603 -1.273
O 1.068 -2.569 -1.735
C 0.970 -0.273 -0.516
C 2.488 -0.606 -0.139
N 3.408 -0.749 -1.306
C 0.621 1.102 -1.259
C 1.480 1.399 -2.571
C 1.101 2.918 -3.024
Br 1.058 0.240 -4.122
H -0.095 2.464 1.613
H 1.059 2.890 3.079
H 1.726 2.520 1.420
H -1.142 -1.576 3.303
H -0.504 -0.012 4.020
H -1.684 0.111 2.572
H -0.690 0.728 0.539
H -1.834 -2.858 1.723
H -0.247 -3.241 0.853
H -1.917 -3.512 0.020
H -3.143 0.304 -1.154
H -3.234 0.516 1.144
H -4.741 -1.440 -0.899
H -1.445 -0.790 -1.912
H 2.876 0.299 0.468
H 2.615 -1.508 0.553
H 3.881 -1.660 -1.162
H 2.909 -0.860 -2.198
H 0.736 2.029 -0.583
H -0.483 1.108 -1.585
H 2.600 1.451 -2.313
H -0.039 3.022 -2.941
H 1.486 3.164 -4.069
H 1.539 3.589 -2.209
Cs -5.246 -1.214 2.046
*
```